1.
C35H38Br4N7O3S5Tl as an isolated structure in a non-equilibrium geometry. Source: OMol25; level of theory: the ωB97M-V functional and the def2-TZVPD basis.

```
93
Properties=species:S:1:pos:R:3:forces:R:3
Tl 1.549607 -0.288803 1.081260 0.367 0.134 0.075
Br -3.971435 -4.727540 2.434632 -0.762 -0.328 0.152
C -2.998074 -3.352484 1.636280 0.595 -0.586 -0.042
C -3.469269 -2.576011 0.616519 -2.141 -0.942 0.382
Br -5.296473 -2.779850 0.038170 0.461 0.091 0.100
C -2.669357 -1.629588 0.059998 0.457 1.739 -1.891
Br -3.206944 -0.576082 -1.530179 0.226 -0.517 1.057
C -1.379762 -1.390010 0.511815 0.591 -0.837 1.129
O -0.649274 -0.411520 0.227903 0.398 1.496 -1.400
C -0.786863 -2.378088 1.408950 2.357 0.787 -0.853
O 0.544191 -2.373408 1.606005 -2.050 0.237 -0.183
C -1.624095 -3.289395 1.938155 -0.773 -0.676 0.674
Br -0.805885 -4.475795 3.115582 0.265 -0.858 0.603
S 1.087464 2.203381 5.057564 0.242 -0.414 0.423
C 0.426509 2.358072 3.507393 1.222 1.201 -0.556
N 0.861742 3.300982 2.652386 -1.385 -0.963 0.591
C -0.064193 3.418589 1.634675 0.557 0.187 -0.835
C -0.055949 4.449342 0.661327 1.444 -1.104 1.893
C -1.075967 4.622188 -0.190361 -0.263 2.357 -1.373
C -2.155399 3.790227 -0.131024 -3.136 -0.961 -0.046
C -2.212654 2.759080 0.799538 -1.137 -1.658 -0.210
C -1.100492 2.481147 1.607727 -1.039 0.669 -0.251
S -0.906544 1.364013 2.918914 -0.181 0.464 0.129
H 0.774308 5.112063 0.683341 0.559 0.614 0.017
H -1.072745 5.583455 -0.766488 -0.144 -1.222 0.078
H -3.135316 3.962820 -0.669122 1.446 0.071 0.336
H -3.186544 2.142387 0.867762 1.861 0.900 -0.097
C -3.167289 -5.127973 -2.421239 -2.538 -2.805 1.769
C -2.243186 -5.184866 -1.231129 1.902 -0.947 -0.607
C -0.871889 -5.889841 -1.488688 0.133 0.541 0.549
S 0.288658 -5.091025 -2.627292 1.756 -0.910 -0.235
O 1.526753 -6.014469 -2.717159 -1.688 0.539 -0.139
C 0.930883 -3.761360 -1.576874 -0.326 -0.313 -0.384
C 0.670047 -2.391751 -2.131004 0.716 -0.570 -0.078
C 1.260459 -2.075424 -3.450202 0.994 -0.146 -1.463
H -4.252020 -5.012123 -2.083333 1.488 0.581 -0.461
H -3.241632 -6.043785 -3.031739 0.502 -0.119 0.399
H -2.821575 -4.419585 -3.048691 0.510 2.756 -2.218
H -2.661706 -5.779507 -0.444973 -0.420 0.151 0.800
H -1.966991 -4.189486 -0.928911 -0.473 0.516 0.624
H -1.029185 -6.877519 -1.853611 -0.091 -0.822 -0.747
H -0.248186 -6.031631 -0.597033 -0.418 0.237 0.223
H 1.965056 -4.037644 -1.382709 0.281 0.135 -0.672
H 0.520847 -3.830248 -0.609106 -0.972 -0.107 1.308
H 1.138962 -1.725203 -1.455279 0.125 0.906 0.983
H -0.354392 -2.145590 -2.176559 -1.485 0.017 0.399
H 2.337895 -1.973244 -3.331617 0.237 -0.077 -0.215
H 0.902089 -1.103071 -3.770404 -0.095 0.159 -0.271
H 1.090661 -2.811593 -4.264389 -0.120 0.333 0.518
C 3.929546 -0.168909 7.057283 1.133 0.799 -0.922
N 2.975377 -0.498088 6.027366 -0.049 -0.342 0.120
C 3.234119 -1.475561 5.122289 -0.068 -0.082 -0.838
S 4.745755 -2.207031 4.743550 -0.300 0.456 0.770
N 2.190879 -1.882707 4.381150 0.132 1.016 0.929
C 0.851825 -1.419299 4.549140 -1.379 -0.292 1.102
H 3.469513 -0.034474 8.013125 -0.543 0.267 0.538
H 4.446956 0.750906 6.734827 -0.068 -0.054 0.521
H 4.722963 -0.907432 7.182636 -0.360 -0.242 -0.379
H 2.263379 0.241369 5.816360 0.534 -0.988 -0.011
H 2.441752 -2.444761 3.617833 0.023 -0.880 -1.098
H 0.584127 -0.535010 3.993600 0.463 0.739 0.072
H 0.673902 -1.256285 5.653263 -0.027 -0.080 -1.253
H 0.119379 -2.123480 4.142922 0.470 -0.347 0.384
S -0.366413 3.977881 -5.184153 -0.556 -0.065 -0.059
C 0.164358 3.014457 -3.804314 1.427 0.935 1.480
C -0.369963 1.833302 -3.340020 -1.714 -0.909 -0.632
C 0.076218 1.233732 -2.153543 0.834 -0.096 0.117
N 1.121882 1.695851 -1.443372 -0.090 0.838 -1.506
C 1.714882 2.803760 -1.957050 -0.752 0.426 0.542
C 1.247092 3.550617 -3.050479 -1.057 -2.712 0.283
C -2.126362 4.203623 -4.938004 0.447 -2.160 1.053
C -2.844479 3.615477 -3.822633 0.449 2.044 -1.522
C -4.186181 3.938132 -3.854359 0.579 -0.694 0.842
N -4.827956 4.605971 -4.781970 -1.029 0.621 -0.226
C -4.157133 5.053684 -5.815555 0.127 0.171 -0.887
C -2.795910 4.815771 -5.993961 -0.950 -0.116 1.802
H -1.258257 1.400981 -3.878416 1.101 0.247 0.649
H -0.350989 0.311715 -1.742363 -0.219 0.518 -0.272
H 2.517683 3.232066 -1.359938 0.117 -0.314 -0.109
H 1.710034 4.449709 -3.308046 0.616 1.280 -0.385
H -2.445010 3.139718 -2.917621 0.156 0.223 -0.791
H -4.774495 3.645742 -3.020238 -0.595 -0.403 0.661
H -4.763626 5.631251 -6.529873 0.511 -0.305 0.062
H -2.270808 5.133614 -6.843463 0.614 0.501 -1.041
N 3.670122 2.006409 2.579752 -1.940 2.868 -0.294
C 4.780338 1.299776 2.597180 0.595 -2.112 3.044
C 5.307458 1.391378 1.401050 1.939 -0.299 -3.525
N 4.579770 2.255057 0.608941 0.111 0.381 -0.474
C 3.603231 2.662238 1.374253 0.623 -1.169 0.768
H 3.087864 2.288412 3.344610 -0.376 -0.168 0.632
H 5.095615 0.741281 3.472048 -0.152 -0.062 -0.248
H 6.144295 0.833811 0.964579 -0.325 0.405 0.418
H 2.872426 3.413113 1.204832 -0.509 0.216 -0.301
```
Positions in Å, forces in eV/Å.

Results
Total charge: -2
Spin multiplicity: 1
HOMO, eV: -2.616

Which charges does Mulliken predict for the atoms? In e, they are:
1. Tl 1.0886
2. Br -0.1665
3. C 0.1547
4. C 0.4591
5. Br -0.2035
6. C -0.1319
7. Br -0.1677
8. C -0.4692
9. O -0.5117
10. C -0.1055
11. O -1.0986
12. C 0.3683
13. Br -0.1898
14. S -0.4830
15. C 0.0980
16. N -0.6196
17. C -0.4810
18. C -0.5073
19. C -0.4540
20. C -0.2681
21. C -0.5305
22. C 1.2548
23. S -0.0734
24. H 0.5258
25. H 0.2528
26. H 0.4082
27. H 0.1611
28. C -1.4681
29. C 1.4525
30. C -1.1480
31. S 0.4192
32. O -0.7569
33. C -0.3838
34. C 1.3916
35. C -1.5217
36. H 0.2627
37. H 0.3697
38. H 0.4323
39. H 0.3102
40. H -0.9477
41. H 0.5900
42. H 0.3270
43. H 0.6134
44. H -0.2007
45. H -0.6414
46. H -0.0627
47. H 0.3280
48. H 0.3016
49. H 0.3826
50. C -1.0634
51. N 0.1043
52. C 0.3519
53. S -0.4732
54. N 0.0481
55. C -0.3699
56. H 0.3564
57. H 0.2872
58. H 0.3701
59. H -0.0648
60. H 0.1082
61. H -0.1240
62. H 0.5297
63. H -0.2642
64. S -0.3699
65. C 0.4541
66. C -0.5256
67. C -0.3386
68. N 0.4790
69. C -0.6587
70. C -0.7580
71. C 0.6610
72. C 0.0528
73. C -0.6697
74. N -0.6303
75. C -0.3554
76. C -0.6313
77. H 0.5351
78. H 0.2019
79. H 0.2417
80. H 0.5318
81. H 0.4086
82. H 0.4878
83. H 0.3226
84. H 0.4531
85. N 0.2217
86. C -0.0246
87. C -0.6387
88. N -0.6118
89. C -0.2442
90. H 0.1404
91. H 0.2928
92. H 0.3811
93. H 0.4353



2.
One molecule with the formula C2H4N2O3 in a non-equilibrium geometry. Source: OMol25; level of theory: the ωB97M-V functional and the def2-TZVPD basis.

```
11
Properties=species:S:1:pos:R:3:forces:R:3
O -0.448847 -1.864735 1.252550 1.370 0.449 0.172
C 0.615922 -1.283149 1.116735 0.208 -1.408 -0.742
N 0.686023 0.056889 0.783918 -0.280 -0.386 0.750
O -0.647109 0.628186 0.709647 1.243 -0.016 -0.536
C -1.171345 0.617466 -0.584759 2.651 1.647 -0.760
N -0.357144 0.780776 -1.622480 -5.781 -0.832 0.271
O 0.941939 0.992428 -1.450689 3.879 -1.149 -2.784
H 1.644160 -1.912656 1.150591 -1.787 1.901 0.042
H 1.512700 0.568606 0.353616 -2.022 -0.930 0.774
H -2.338182 0.807231 -0.564874 2.815 -0.873 -0.544
H 1.443843 0.620235 -2.353316 -2.297 1.599 3.357
```
Positions in Å, forces in eV/Å.

Results
Spin multiplicity: 1
SMILES: O=CNO/C=N\O
HOMO, eV: -9.434

Which charges does Mulliken predict for the atoms? In e, they are:
1. O -0.5047
2. C 0.1143
3. N -0.1193
4. O -0.2457
5. C 0.2122
6. N -0.3576
7. O -0.3643
8. H 0.2620
9. H 0.3203
10. H 0.2991
11. H 0.3837



| no. | gap between HOMO and LUMO (Eh) |
| --- | --- |
| 1 | 0.219 |
| 2 | 0.358 |